{"formula": "C16H28F12MgN2O14S4", "method": "ωB97M-V/def2-TZVPD", "species": ["Mg", "C", "F", "F", "F", "S", "O", "O", "N", "S", "O", "O", "C", "F", "F", "F", "C", "F", "F", "F", "S", "O", "O", "N", "S", "O", "O", "C", "F", "F", "F", "C", "O", "C", "C", "O", "C", "C", "O", "C", "H", "H", "H", "H", "H", "H", "H", "H", "H", "H", "H", "H", "H", "H", "C", "O", "C", "C", "O", "C", "C", "O", "C", "H", "H", "H", "H", "H", "H", "H", "H", "H", "H", "H", "H", "H", "H"], "coordinates": [[0.890, 1.114, 1.545], [4.127, -1.597, 0.139], [4.554, -2.217, -0.939], [4.530, -2.272, 1.172], [4.649, -0.408, 0.194], [2.200, -1.341, 0.024], [1.665, -2.017, -1.123], [1.698, -1.807, 1.312], [1.826, 0.454, 0.097], [1.974, 0.814, -1.426], [3.174, 0.199, -2.018], [0.750, 0.798, -2.243], [2.541, 2.712, -1.278], [1.536, 3.460, -0.800], [3.690, 2.725, -0.522], [2.825, 3.214, -2.475], [-0.946, -2.278, 3.235], [-2.048, -2.949, 3.628], [-0.153, -2.001, 4.294], [-0.302, -3.067, 2.370], [-1.473, -0.576, 2.354], [-0.994, -0.751, 0.961], [-2.903, -0.338, 2.501], [-0.314, 0.602, 2.921], [-1.072, 0.960, 4.328], [-1.572, 2.313, 4.232], [-2.041, 0.053, 4.989], [0.422, 0.982, 5.603], [1.424, 1.838, 5.177], [0.021, 1.481, 6.816], [0.998, -0.256, 5.736], [-3.544, -4.830, -1.666], [-2.989, -3.659, -2.289], [-1.677, -3.286, -1.872], [-1.297, -1.928, -2.491], [-2.063, -1.749, -3.695], [-1.620, -0.672, -4.559], [-2.194, -0.889, -5.940], [-3.391, -1.678, -5.828], [-3.951, -1.793, -7.162], [-2.875, -5.672, -1.848], [-4.518, -5.043, -2.106], [-3.765, -4.648, -0.614], [-0.982, -4.081, -2.141], [-1.631, -3.176, -0.788], [-0.228, -1.948, -2.700], [-1.492, -1.100, -1.810], [-0.533, -0.604, -4.574], [-1.949, 0.320, -4.251], [-1.465, -1.391, -6.576], [-2.342, 0.099, -6.377], [-4.174, -0.876, -7.709], [-4.983, -2.142, -7.120], [-3.368, -2.443, -7.814], [3.169, -0.043, 3.474], [2.535, 0.976, 2.747], [3.381, 2.094, 2.596], [2.559, 3.403, 2.412], [1.316, 2.949, 1.962], [0.207, 3.903, 1.978], [-0.878, 3.388, 0.989], [-0.707, 2.055, 0.530], [-1.623, 1.828, -0.605], [3.951, -0.588, 2.944], [2.418, -0.801, 3.697], [3.559, 0.250, 4.448], [4.006, 2.038, 1.705], [4.094, 2.168, 3.417], [3.114, 4.132, 1.820], [2.291, 3.827, 3.380], [0.486, 4.920, 1.699], [-0.274, 3.975, 2.953], [-0.914, 4.250, 0.323], [-1.870, 3.334, 1.436], [-1.511, 0.799, -0.946], [-1.268, 2.473, -1.408], [-2.682, 2.016, -0.425]], "relative_energy_kcal_mol": 5.8}



{"formula": "C16H28F2N3O3", "method": "ωB97M-V/def2-TZVPD", "species": ["C", "C", "N", "C", "N", "C", "C", "C", "C", "F", "N", "F", "C", "C", "C", "C", "C", "O", "C", "C", "O", "H", "H", "H", "H", "H", "H", "H", "H", "H", "H", "H", "H", "H", "H", "H", "H", "H", "H", "H", "H", "H", "H", "C", "C", "O", "H", "H", "H", "H", "H", "H"], "coordinates": [[0.712, -3.062, 0.693], [1.312, -1.692, 0.845], [2.566, -1.552, 0.904], [0.341, -0.544, 0.983], [-0.594, -0.357, -0.148], [-1.876, 0.112, 0.056], [-2.492, 0.247, -1.138], [-3.847, 0.709, -1.554], [-4.400, 1.845, -0.681], [-4.904, 2.827, -1.516], [-1.524, -0.154, -2.030], [-1.745, -0.207, -3.346], [-0.372, -0.522, -1.458], [0.881, -0.970, -2.122], [1.291, -0.161, -3.364], [1.962, 1.146, -2.934], [3.356, 0.934, -2.337], [3.520, 1.620, -1.086], [4.176, 2.814, -1.151], [4.673, 3.271, 0.188], [4.317, 3.405, -2.188], [-0.245, -3.156, 1.206], [0.585, -3.311, -0.363], [1.418, -3.784, 1.099], [2.845, -0.573, 0.988], [-0.310, -0.757, 1.835], [0.850, 0.403, 1.169], [-2.270, 0.296, 1.041], [-3.767, 1.118, -2.563], [-4.542, -0.129, -1.602], [-3.618, 2.304, -0.075], [-5.221, 1.504, -0.052], [1.684, -0.900, -1.393], [0.776, -2.031, -2.368], [1.959, -0.767, -3.974], [0.429, 0.085, -3.978], [1.347, 1.628, -2.166], [2.027, 1.843, -3.767], [4.122, 1.263, -3.034], [3.537, -0.117, -2.102], [4.134, 2.779, 0.995], [5.734, 3.043, 0.270], [4.516, 4.345, 0.262], [-3.331, -1.579, 5.199], [-2.128, -2.080, 4.430], [-1.780, -1.202, 3.342], [-4.192, -1.474, 4.539], [-3.590, -2.271, 6.000], [-3.128, -0.604, 5.647], [-2.334, -3.045, 3.969], [-1.266, -2.197, 5.091], [-1.593, -0.342, 3.736]], "charge": 1, "energy_ha": -1215.87423}



{"formula": "C16H28F5NO9P2TeZr", "method": "ωB97M-V/def2-TZVPD", "species": ["Zr", "O", "C", "O", "C", "C", "C", "C", "C", "N", "C", "O", "O", "H", "H", "H", "H", "C", "P", "C", "C", "O", "H", "H", "H", "H", "H", "H", "H", "H", "H", "C", "C", "O", "P", "O", "C", "C", "O", "C", "C", "H", "H", "H", "H", "H", "H", "H", "H", "H", "H", "H", "H", "H", "H", "H", "F", "Te", "F", "F", "F", "F", "O"], "coordinates": [[0.307, 0.974, 0.880], [1.784, 1.944, 4.921], [1.285, 1.924, 3.720], [1.648, 1.160, 2.827], [0.232, 2.934, 3.434], [-0.210, 3.956, 4.243], [-1.149, 4.839, 3.704], [-1.592, 4.684, 2.399], [-1.087, 3.624, 1.660], [-0.211, 2.781, 2.186], [-1.376, 3.292, 0.205], [-2.342, 3.681, -0.374], [-0.416, 2.496, -0.274], [2.455, 1.251, 5.035], [0.169, 4.073, 5.248], [-1.518, 5.659, 4.306], [-2.307, 5.358, 1.949], [3.932, -0.701, 0.759], [3.516, 0.623, -0.365], [3.377, -0.046, -2.012], [4.811, 1.845, -0.334], [2.183, 1.293, 0.032], [4.997, -0.924, 0.696], [3.355, -1.592, 0.514], [3.688, -0.395, 1.776], [4.289, -0.580, -2.281], [3.210, 0.761, -2.725], [2.532, -0.737, -2.035], [5.759, 1.391, -0.626], [4.905, 2.253, 0.673], [4.570, 2.652, -1.025], [-4.539, -2.574, -1.942], [-3.698, -1.340, -1.780], [-2.275, -1.703, -1.942], [-0.974, -1.644, -1.125], [-0.201, -0.306, -1.485], [-0.625, 0.540, -2.646], [-0.360, -0.151, -3.955], [-0.034, -2.762, -1.585], [-0.066, -4.245, -1.545], [-0.918, -4.801, -0.441], [-5.589, -2.279, -1.935], [-4.376, -3.273, -1.125], [-4.331, -3.065, -2.892], [-3.822, -0.863, -0.813], [-3.872, -0.598, -2.555], [-0.024, 1.433, -2.516], [-1.667, 0.806, -2.485], [0.695, -0.404, -4.063], [-0.626, 0.536, -4.760], [-0.957, -1.053, -4.080], [0.981, -4.509, -1.433], [-0.410, -4.540, -2.533], [-0.582, -4.466, 0.540], [-0.825, -5.887, -0.465], [-1.972, -4.558, -0.574], [-2.913, -2.688, 0.811], [-1.669, -1.383, 1.349], [-0.506, -0.219, 2.589], [0.777, -1.017, 0.688], [-2.902, -1.102, 2.674], [-0.748, -2.687, 2.267], [-1.769, 0.330, 0.637]], "relative_energy_kcal_mol": 35.9, "charge": 2}



{"formula": "C16H28F6N6O9PS2TeTl", "method": "ωB97M-V/def2-TZVPD", "species": ["Tl", "C", "C", "O", "P", "S", "S", "O", "C", "C", "H", "H", "H", "H", "H", "H", "H", "H", "H", "H", "N", "C", "C", "C", "C", "N", "C", "N", "N", "C", "O", "O", "H", "H", "H", "H", "H", "H", "H", "H", "H", "H", "H", "H", "H", "H", "F", "Te", "F", "F", "F", "F", "O", "F", "C", "C", "N", "C", "C", "O", "O", "C", "O", "N", "C", "O", "H", "H", "H", "H"], "coordinates": [[0.260, 0.655, -0.117], [3.860, -2.867, 2.106], [4.130, -1.514, 2.720], [2.877, -0.862, 3.022], [2.342, 0.367, 2.169], [0.351, 0.407, 2.453], [2.943, 0.386, 0.278], [3.024, 1.644, 2.854], [2.698, 1.971, 4.216], [3.786, 2.871, 4.750], [4.806, -3.363, 1.881], [3.279, -2.758, 1.191], [3.287, -3.490, 2.793], [4.718, -0.883, 2.051], [4.656, -1.595, 3.672], [2.618, 1.055, 4.807], [1.726, 2.467, 4.218], [4.749, 2.360, 4.736], [3.559, 3.161, 5.777], [3.865, 3.773, 4.142], [0.520, 1.395, -2.376], [-0.352, 2.576, -2.421], [-0.450, 3.217, -3.803], [-1.585, 4.236, -4.010], [-2.927, 3.851, -3.376], [-2.874, 4.162, -1.942], [-3.359, 3.396, -0.973], [-4.369, 2.549, -1.176], [-2.870, 3.551, 0.276], [-0.028, 3.507, -1.239], [-0.287, 4.721, -1.343], [0.359, 2.958, -0.164], [1.467, 1.600, -2.673], [0.112, 0.628, -2.922], [-1.339, 2.173, -2.181], [-0.616, 2.385, -4.495], [0.503, 3.679, -4.080], [-1.741, 4.353, -5.084], [-1.288, 5.214, -3.628], [-3.112, 2.783, -3.515], [-3.738, 4.410, -3.847], [-2.041, 4.696, -1.679], [-4.536, 2.300, -2.141], [-4.372, 1.702, -0.607], [-1.945, 3.960, 0.342], [-3.000, 2.755, 0.883], [-2.575, -1.986, -0.093], [-2.640, -0.690, -1.620], [-3.705, -2.032, -2.572], [-3.466, 0.611, -2.845], [-4.316, -0.260, -0.726], [-1.288, -0.497, -3.206], [-1.884, 0.731, -0.592], [-1.855, -5.640, 3.143], [-0.973, -5.686, 2.133], [-1.015, -4.799, 1.134], [-0.134, -4.841, 0.079], [-0.157, -3.737, -0.866], [0.359, -2.451, -0.217], [0.916, -2.484, 0.868], [0.125, -1.416, -0.945], [0.904, -5.740, 0.045], [1.754, -5.774, -0.822], [0.897, -6.654, 1.087], [0.038, -6.724, 2.179], [0.170, -7.573, 3.037], [-1.748, -4.002, 1.102], [-1.181, -3.574, -1.196], [0.459, -3.991, -1.724], [1.646, -7.329, 1.066]], "relative_energy_kcal_mol": 0.0, "spin_multiplicity": 2, "s2": 0.7571, "charge": -1}